--- i ---
Formula: HNO2S
Source: the Open Molecules 2025 dataset
Level of theory: ωB97M-V with the def2-TZVPD basis set

XYZ file:
```
5
Properties=species:S:1:pos:R:3:mulliken_charge:R:1
N -0.0291 -1.9007 -0.3349 -0.36
O 1.0915 0.6105 0.0647 -0.52
O -0.9449 0.6645 -0.2031 -0.42
S 0.1696 -0.5540 0.0620 0.89
H -0.2871 1.1796 0.4113 0.41
```

The HOMO-LUMO gap is 0.33761 Ha. The HOMO energy is -0.4209 hartree.

--- ii ---
Formula: HNO2S
Source: the Open Molecules 2025 dataset
Level of theory: ωB97M-V with the def2-TZVPD basis set

XYZ file:
```
5
Properties=species:S:1:pos:R:3:mulliken_charge:R:1
N 1.6362 -2.4136 -0.7424 -0.38
S 1.4942 -1.0586 -0.2776 0.89
O 2.2498 0.1315 -0.0168 -0.48
O -0.1067 -0.7530 -0.1917 -0.39
H -0.1022 0.2049 -0.0887 0.36
```

The HOMO-LUMO gap is 0.37720 Ha. The SMILES is N#S(=O)O. The HOMO energy is -0.4064 hartree.

Most favorable first, least favorable last: ii, i

--- i ---
Formula: CH3ClOSi
Source: the Open Molecules 2025 dataset
Level of theory: ωB97M-V with the def2-TZVPD basis set

XYZ file:
```
7
Properties=species:S:1:pos:R:3:mulliken_charge:R:1
C 1.8452 1.2213 1.4594 0.01
O 0.8673 0.6388 1.1169 -0.21
Si -1.3687 -1.0310 -0.8537 0.24
Cl 0.5533 -1.4184 -0.3312 -0.15
H 2.3246 1.8563 0.5922 0.19
H -2.5214 -1.1252 -0.0009 -0.04
H -1.7002 -0.1417 -1.9827 -0.04
```

The HOMO-LUMO gap (alpha / beta) is 0.32139 / 0.23415 Ha. The HOMO energy (alpha / beta) is -0.3332 / -0.2572 hartree.

--- ii ---
Formula: CH3ClOSi
Source: the Open Molecules 2025 dataset
Level of theory: ωB97M-V with the def2-TZVPD basis set

XYZ file:
```
7
Properties=species:S:1:pos:R:3:mulliken_charge:R:1
C -0.4313 2.9119 0.4469 0.14
O -0.8970 3.2811 -0.5216 -0.14
Si 0.3477 -1.1359 0.0185 0.62
Cl -1.5999 -1.5324 -0.2876 -0.22
H 1.1871 -1.7955 -1.0387 -0.10
H 1.0007 -1.9697 0.9275 -0.14
H 0.3926 0.2405 0.4551 -0.15
```

The HOMO-LUMO gap is 0.43475 Ha. The HOMO energy is -0.4026 hartree.

Most favorable first, least favorable last: ii, i

--- i ---
Formula: C2H7NS
Source: the Open Molecules 2025 dataset
Level of theory: ωB97M-V with the def2-TZVPD basis set

XYZ file:
```
11
Properties=species:S:1:pos:R:3:mulliken_charge:R:1
S -1.2921 -1.5259 2.0065 -0.60
H -2.2781 -0.5849 2.1013 0.08
C -0.3751 0.1978 -1.2404 -0.75
C 1.5253 0.4700 0.1975 -0.17
N 0.3244 0.0499 0.0241 -0.03
H -1.2666 0.8618 -1.0610 0.27
H -0.7176 -0.7974 -1.5579 0.28
H 0.2769 0.6332 -1.9878 0.30
H 2.0952 0.9240 -0.6338 0.22
H 2.0294 0.3609 1.1700 0.27
H -0.3217 -0.5892 0.9815 0.13
```

The HOMO-LUMO gap is 0.28472 Ha. The HOMO energy is -0.2839 hartree.

--- ii ---
Formula: C2H7NS
Source: the Open Molecules 2025 dataset
Level of theory: ωB97M-V with the def2-TZVPD basis set

XYZ file:
```
11
Properties=species:S:1:pos:R:3:mulliken_charge:R:1
C -1.5266 -0.0994 1.3669 -0.26
N -0.4339 0.2302 0.8685 -0.16
C 0.5186 1.0742 1.5710 -0.82
H -1.8279 0.2322 2.3609 0.24
H -2.1839 -0.7348 0.7825 0.27
H 0.6101 2.0183 1.0375 0.30
H 1.4885 0.5838 1.5331 0.27
H 0.2401 1.2603 2.6048 0.31
S 0.5204 -0.5587 -1.7948 -0.50
H -0.0160 -0.1821 -0.4367 0.26
H 1.4741 -1.3338 -1.2429 0.10
```

The HOMO-LUMO gap is 0.32863 Ha. The SMILES is C=NC.S. The HOMO energy is -0.3022 hartree.

--- iii ---
Formula: C2H7NS
Source: the Open Molecules 2025 dataset
Level of theory: ωB97M-V with the def2-TZVPD basis set

XYZ file:
```
11
Properties=species:S:1:pos:R:3:mulliken_charge:R:1
C -0.4046 -3.0151 -0.0951 -0.80
C 0.2580 -2.0312 -0.7875 -0.09
N -0.1105 -0.6903 -0.8514 -0.47
H -0.6516 -2.8185 0.9246 0.25
H -1.1971 -3.7590 -0.3970 0.24
H 1.1383 -2.2716 -1.4250 0.31
H 0.5158 0.0327 -0.3636 0.24
H -1.1726 -0.7493 -0.6246 0.32
S 0.8430 5.6150 0.9984 -0.29
H -0.4771 5.2825 1.1803 0.15
H 1.2584 4.4048 1.4410 0.14
```

The HOMO-LUMO gap is 0.31114 Ha. The SMILES is C=CN.S. The HOMO energy is -0.2905 hartree.

Most favorable first, least favorable last: ii, i, iii

--- i ---
Formula: C38H45N6O3SSeV
Source: the Open Molecules 2025 dataset
Level of theory: ωB97M-V with the def2-TZVPD basis set

XYZ file:
```
95
Properties=species:S:1:pos:R:3:lowdin_spin:R:1
V 0.3199 0.0709 0.2039 1.96
S -1.5471 -3.7360 1.4660 0.00
C -0.3887 -3.2137 2.6783 -0.01
C -0.0587 -1.9212 2.6080 0.00
C -0.7062 -1.1395 1.5252 -0.02
C -1.2027 -2.1769 0.5567 0.03
C -0.3219 -2.4281 -0.4977 0.01
C -0.3790 -3.5871 -1.3245 0.00
C 0.6579 -3.8848 -2.1601 0.01
C 1.7729 -3.0308 -2.1855 0.00
C 1.7085 -1.8509 -1.4802 0.02
N 0.6876 -1.5049 -0.6968 -0.01
H -0.0585 -3.9400 3.4014 0.00
H 0.5810 -1.4549 3.3391 0.00
H -1.2362 -4.2399 -1.2321 0.00
H 0.6285 -4.7686 -2.7846 0.00
H 2.6484 -3.2845 -2.7612 0.00
H 2.5351 -1.1474 -1.5047 0.00
O 6.1243 -0.8316 4.3634 0.00
C 5.0079 -0.5535 5.1792 0.00
C 3.8210 -0.0881 4.3750 0.02
C 2.5960 0.0827 5.0452 0.09
C 1.5271 0.5688 4.3138 0.00
N 1.5647 0.8595 3.0309 0.10
C 2.7345 0.6793 2.3586 0.05
C 3.8878 0.2043 3.0369 0.06
C 2.7234 1.1338 1.0023 0.18
C 3.8740 1.2986 0.1988 0.02
C 3.8261 2.1135 -0.9116 0.10
C 5.0294 2.3372 -1.7866 0.01
O 5.9830 3.2145 -1.2020 0.01
C 2.6253 2.8218 -1.1601 0.10
C 1.4996 2.4821 -0.4426 0.05
N 1.4958 1.5813 0.5423 0.16
H 6.8336 -1.1499 4.9301 0.00
H 5.2636 0.2360 5.9100 0.00
H 4.7197 -1.4517 5.7515 0.00
H 2.5008 -0.1610 6.0931 0.01
H 0.5685 0.7410 4.7940 0.00
H 4.8198 0.0753 2.5106 0.00
H 4.8003 0.8047 0.4618 0.00
H 4.7113 2.7438 -2.7594 0.00
H 5.5647 1.4010 -1.9662 0.00
H 5.5004 3.9841 -0.8811 0.00
H 2.5799 3.5725 -1.9374 0.01
H 0.5468 2.9577 -0.6570 0.00
C 0.1370 -1.0648 -4.5423 0.00
N 1.0219 -0.3761 -3.6346 0.00
C 2.3366 -0.2356 -4.2142 0.00
C 0.4935 0.9199 -3.2267 0.00
C -0.8670 0.8511 -2.5723 0.01
C -1.9561 1.1047 -3.4031 0.00
C -3.2518 1.1325 -2.9264 0.01
C -3.4607 0.9137 -1.5779 0.00
C -2.3781 0.6659 -0.7537 0.01
C -1.0594 0.5967 -1.2042 -0.02
H 0.0252 -0.5345 -5.5075 0.00
H -0.8378 -1.1669 -4.0712 0.00
H 0.5337 -2.0604 -4.7349 0.00
H 2.3151 0.2981 -5.1814 0.00
H 2.7627 -1.2257 -4.3748 0.00
H 2.9814 0.3156 -3.5310 0.00
H 0.4201 1.5905 -4.1099 0.00
H 1.2134 1.3567 -2.5297 0.00
H -1.7782 1.2750 -4.4591 0.00
H -4.0804 1.3377 -3.5933 0.00
H -4.4639 0.9454 -1.1698 0.00
H -2.5537 0.5263 0.3015 0.00
C -3.7929 -1.2917 2.0941 0.00
C -2.7385 -0.4368 2.8016 0.00
C -2.3938 -0.9906 4.1864 0.00
O -1.5868 -0.1216 2.0258 0.01
H -4.7116 -1.2694 2.6781 0.00
H -3.4699 -2.3220 1.9889 0.00
H -3.9956 -0.8991 1.1005 0.00
H -3.1821 0.5566 2.9536 0.00
H -2.1706 -2.0512 4.1390 0.00
H -3.2331 -0.8400 4.8624 0.00
H -1.5268 -0.4619 4.5778 0.00
C -4.3951 3.0277 1.3495 0.00
N -3.3403 3.1623 2.3106 0.00
C -3.4066 2.7122 3.6028 0.00
C -2.1772 2.8591 4.1498 0.00
N -1.3640 3.3990 3.1940 0.00
C 0.0465 3.6290 3.3173 0.00
C -2.0813 3.5931 2.0676 0.00
Se -1.5374 4.4985 0.5969 0.00
H -5.2836 3.5736 1.6752 0.00
H -4.6426 1.9709 1.2279 0.00
H -4.0528 3.4232 0.3945 0.00
H -4.3223 2.3521 4.0237 0.00
H -1.8264 2.6126 5.1305 0.00
H 0.2938 3.8106 4.3647 0.00
H 0.3124 4.5008 2.7164 0.00
H 0.5974 2.7502 2.9460 0.00
```

The HOMO-LUMO gap (alpha / beta) is 0.19013 / 0.21232 Ha. Its multiplicity is 4. As for the expectation value of S²: 3.80. As for the total charge: -1. The HOMO energy (alpha / beta) is -0.1074 / -0.1297 hartree.

--- ii ---
Formula: C38H45N6O3SSeV
Source: the Open Molecules 2025 dataset
Level of theory: ωB97M-V with the def2-TZVPD basis set

XYZ file:
```
95
Properties=species:S:1:pos:R:3:lowdin_spin:R:1
V 0.3855 -0.1136 0.1719 1.96
S 0.0421 -2.6829 4.2319 0.01
C -1.1678 -1.4828 4.1586 0.00
C -1.0900 -0.7671 3.0042 0.00
C -0.0395 -1.1515 2.1033 0.00
C 0.6466 -2.2014 2.6561 0.01
C 1.7936 -2.9273 2.1095 0.00
C 2.6218 -3.7281 2.9163 0.00
C 3.6928 -4.3864 2.3550 0.00
C 3.9351 -4.2494 0.9921 0.00
C 3.0652 -3.4485 0.2725 0.00
N 2.0309 -2.8088 0.7993 0.01
H -1.8665 -1.3645 4.9711 0.00
H -1.7717 0.0489 2.7975 0.00
H 2.4263 -3.8099 3.9768 0.00
H 4.3396 -4.9983 2.9732 0.00
H 4.7661 -4.7408 0.5060 0.00
H 3.2114 -3.3066 -0.7944 0.00
O -6.6081 0.6385 0.8022 0.00
C -5.7216 1.7472 0.7882 0.01
C -4.2982 1.2924 0.6466 0.06
C -3.2634 2.2482 0.8172 0.10
C -1.9670 1.8386 0.6432 0.01
N -1.6146 0.5875 0.3338 0.13
C -2.6041 -0.3474 0.1370 0.13
C -3.9661 0.0156 0.3087 0.03
C -2.1682 -1.6245 -0.2956 0.12
C -3.0170 -2.7423 -0.4626 0.04
C -2.5198 -3.9289 -0.9343 0.05
C -3.4035 -5.1421 -1.0576 0.00
O -4.1437 -5.4112 0.1301 0.00
C -1.1533 -3.9944 -1.2813 0.10
C -0.3737 -2.8783 -1.0791 0.02
N -0.8257 -1.7322 -0.5725 0.14
H -7.5077 0.9747 0.8116 0.00
H -5.8195 2.3315 1.7136 0.00
H -5.9642 2.4171 -0.0492 0.00
H -3.4818 3.2805 1.0615 0.01
H -1.1468 2.5385 0.7588 0.00
H -4.7462 -0.7130 0.1519 0.00
H -4.0608 -2.6680 -0.1913 0.00
H -2.7903 -6.0098 -1.3308 0.00
H -4.1499 -5.0022 -1.8447 0.00
H -3.5832 -5.1638 0.8749 0.00
H -0.7124 -4.9006 -1.6738 0.01
H 0.6827 -2.8997 -1.3191 0.00
C -2.6115 1.1232 -3.0815 0.00
N -1.8224 -0.0693 -2.8845 0.00
C -2.5049 -1.2397 -3.3760 0.00
C -0.4740 0.0269 -3.4273 0.00
C 0.2693 1.2299 -2.8959 0.01
C 0.5788 2.2527 -3.7899 0.00
C 1.0994 3.4586 -3.3438 0.01
C 1.2799 3.6353 -1.9813 0.00
C 0.9952 2.5920 -1.1055 0.01
C 0.5185 1.3401 -1.5182 0.00
H -2.7994 1.3372 -4.1523 0.00
H -2.1075 1.9831 -2.6421 0.00
H -3.5748 0.9996 -2.5825 0.00
H -2.6912 -1.1958 -4.4680 0.00
H -3.4651 -1.3496 -2.8706 0.00
H -1.9125 -2.1317 -3.1679 0.00
H -0.5092 0.0765 -4.5358 0.00
H 0.0527 -0.8966 -3.1623 0.00
H 0.3772 2.1153 -4.8481 0.00
H 1.3323 4.2515 -4.0446 0.00
H 1.6616 4.5808 -1.6076 0.00
H 1.1862 2.7534 -0.0459 0.00
C 3.6529 2.0194 0.9178 0.00
C 3.1807 0.6663 1.4342 0.00
C 4.3053 -0.3593 1.3605 0.00
O 2.0731 0.2310 0.7178 -0.01
H 4.5630 2.3282 1.4375 0.00
H 2.8867 2.7740 1.0802 0.00
H 3.8543 1.9572 -0.1530 0.00
H 2.8992 0.7822 2.4956 0.00
H 4.5714 -0.5402 0.3168 0.00
H 4.0028 -1.3038 1.8074 0.00
H 5.1890 0.0071 1.8892 0.00
C 1.1952 5.4094 1.6146 0.00
N -0.0746 5.2167 2.2822 0.00
C -1.1474 6.0847 2.2597 0.00
C -2.1493 5.4968 2.9457 0.00
N -1.6837 4.2700 3.3714 0.00
C -2.4186 3.2858 4.1370 0.00
C -0.3998 4.0862 2.9658 0.00
Se 0.6148 2.5904 3.2169 0.00
H 1.3105 6.4666 1.3845 0.00
H 1.2379 4.8224 0.6983 0.00
H 1.9949 5.0738 2.2721 0.00
H -1.1036 7.0323 1.7576 0.00
H -3.1453 5.8351 3.1596 0.00
H -3.4311 3.6555 4.2881 0.00
H -1.9289 3.1191 5.0956 0.00
H -2.4447 2.3424 3.5907 0.00
```

The HOMO-LUMO gap (alpha / beta) is 0.16214 / 0.25604 Ha. Its multiplicity is 4. As for the expectation value of S²: 3.78. As for the total charge: -1. The HOMO energy (alpha / beta) is -0.0786 / -0.1729 hartree.

Most favorable first, least favorable last: ii, i